# 1
The following is a DFT calculation (wB97M-V/def2-TZVPD) of a structure of composition C5H17ClNPSTa in a non-equilibrium geometry.

* lowest unoccupied orbital energy: 3.02 eV
* energy above the lowest of the compared OMol25 structures with the same formula, charge and spin: 0.0 kJ/mol
* total charge: -1
* DFT total energy: -1512.24153 hartree
* Kohn-Sham gap: 7.436 eV
* molecular weight: 370.6 g/mol

Each line ends with the Mulliken charge.
Positions of all 27 atoms, in Å:
C 3.174586 1.012807 0.799983  -1.190
C 2.701682 -0.046871 -0.193675  0.031
C 1.881853 -1.154132 0.490607  -1.247
Ta -0.349933 -1.008590 0.724328  0.867
Cl -0.235432 -1.194479 3.109096  -0.513
N -2.270437 -0.490150 0.543124  -0.426
C -2.950968 0.793913 0.709021  -0.498
C -2.778204 1.732030 -0.479437  -0.821
P -0.242815 -1.167520 -1.896908  -0.035
S -1.980542 -1.114130 -2.925034  -0.555
H 2.367595 1.702400 1.048704  0.255
H 3.510414 0.543668 1.727988  0.287
H 4.007393 1.601297 0.406832  0.355
H 3.572333 -0.462526 -0.714103  0.352
H 2.104800 0.457257 -0.955638  0.043
H 2.021317 -2.093815 -0.062978  0.398
H 2.295073 -1.307925 1.492905  0.536
H 0.068590 0.788343 0.526975  -0.325
H -0.513975 -2.830176 0.396188  -0.198
H -2.699409 -0.967473 -0.257745  0.257
H -2.571981 1.261187 1.620869  0.247
H -4.023184 0.620930 0.866906  0.342
H -3.340862 2.656188 -0.316368  0.356
H -1.724980 1.980307 -0.603613  0.191
H -3.137917 1.260059 -1.392729  0.231
H 0.453755 -2.337490 -2.236290  0.056
H 0.661246 -0.235111 -2.429009  0.004

Cartesian forces (eV/Å) of the 2 atoms listed first:
0.1 0.0 0.0
0.1 0.0 0.1

***

# 2
The following is a DFT calculation (wB97M-V/def2-TZVPD) of a cluster of 2 separate species, C2H4BrNO2 in total in a non-equilibrium geometry.

* lowest unoccupied orbital energy: 0.33 eV
* energy above the lowest of the compared OMol25 structures with the same formula, charge and spin: 219.1 kJ/mol
* total charge: 0
* DFT total energy: -2857.77640 hartree
* Kohn-Sham gap: 9.264 eV
* molecular weight: 154.0 g/mol

Each line ends with the Mulliken charge.
Positions of all 10 atoms, in Å:
C -0.929670 1.540281 -0.323981  0.334
C 2.211491 -0.489350 -1.020673  -0.196
N 1.355086 -1.134919 -0.356928  -0.120
O -0.602386 0.890638 0.773136  -0.371
O -1.774724 2.402697 -0.496202  -0.488
Br 3.314111 0.682048 0.073872  -0.178
H -0.527755 0.885083 -1.114327  0.211
H -1.141248 1.130475 1.608906  0.320
H 1.240442 -1.185133 0.656287  0.198
H 0.853960 -1.628680 -0.970660  0.289

Cartesian forces (eV/Å) of the 2 atoms listed first:
-2.8 -0.1 -1.7
2.2 2.0 -1.5

***

# 3
The following is a DFT calculation (wB97M-V/def2-TZVPD) of a structure of composition C29H28ClNOsP in a non-equilibrium geometry.

* spin multiplicity: 5
* lowest unoccupied orbital energy (spin up / spin down): -2.32 / -5.52 eV
* total charge: +1
* DFT total energy: -2068.48887 hartree
* Kohn-Sham gap (spin up / spin down): 7.908 / 4.855 eV
* molecular weight: 647.2 g/mol

Each line ends with the Mulliken charge.
Positions of all 61 atoms, in Å:
C -0.840857 -2.135978 3.456634  -0.665
C -0.702163 -2.316545 2.049050  -0.547
C 0.700187 -2.310344 1.729006  0.466
H -1.510689 -2.456672 1.345252  0.435
C 1.425817 -2.216340 2.970863  -1.167
C 0.481152 -2.065252 4.033575  -0.366
H 0.722640 -1.976956 5.088201  0.467
H -1.770231 -2.122248 4.011236  0.503
H 1.122876 -2.439826 0.739912  0.549
H 2.501126 -2.236157 3.098348  0.409
Os 0.215280 -0.545866 2.647947  1.001
Cl 2.109697 0.623589 2.028933  -0.480
P 0.403283 -0.203903 -1.460527  0.965
C 1.488569 -1.279592 -2.474320  -0.150
C 1.060977 -1.987553 -3.609565  -0.085
H 0.014969 -1.953058 -3.921064  0.330
C 1.981103 -2.737651 -4.349641  -0.593
H 1.642095 -3.273815 -5.236983  0.404
C 3.322248 -2.799903 -3.957483  -0.508
H 4.036018 -3.388495 -4.539469  0.374
C 3.745853 -2.109893 -2.813620  -0.536
H 4.793218 -2.145789 -2.509964  0.399
C 2.835081 -1.373990 -2.056045  -0.262
H 3.154973 -0.852874 -1.149309  0.395
C -1.238914 -0.636811 -2.152188  -0.268
C -1.869044 -1.781903 -1.615810  -0.129
H -1.363779 -2.368676 -0.844245  0.455
C -3.117245 -2.175972 -2.094090  -0.679
H -3.598644 -3.060026 -1.672650  0.409
C -3.747468 -1.447521 -3.112173  -0.534
H -4.723100 -1.763364 -3.489034  0.374
C -3.124927 -0.313646 -3.643284  -0.621
H -3.605706 0.257543 -4.438410  0.408
C -1.881361 0.103165 -3.157642  -0.120
H -1.413206 1.000322 -3.567330  0.348
C 0.692291 1.431773 -2.250532  -0.139
C 1.427151 1.624508 -3.432555  -0.054
H 1.880336 0.774235 -3.946071  0.329
C 1.573262 2.912735 -3.959931  -0.666
H 2.119506 3.049533 -4.893930  0.412
C 1.032523 4.018391 -3.296051  -0.535
H 1.165379 5.024085 -3.702812  0.377
C 0.320590 3.832459 -2.103960  -0.720
H -0.095564 4.689818 -1.571640  0.395
C 0.134376 2.549272 -1.590662  -0.103
H -0.455858 2.401998 -0.683458  0.221
C -1.386252 -0.228719 5.963038  -1.155
C -1.091412 1.004985 5.212065  0.872
C -1.360638 2.335852 5.624964  -0.710
C -0.992311 3.177366 4.575268  -0.840
C -0.489207 2.353201 3.529822  0.933
C -0.070406 2.738147 2.172828  -1.290
N -0.532409 1.052947 3.955371  0.047
H -2.187242 -0.812933 5.493269  0.190
H -1.719814 0.045660 6.969247  0.392
H -0.501152 -0.862600 6.071777  0.192
H -1.791364 2.595350 6.587894  0.434
H -1.068946 4.256616 4.494847  0.460
H -0.461009 2.028853 1.422531  0.149
H -0.419104 3.750600 1.938443  0.513
H 1.027429 2.747856 2.086150  0.317

Cartesian forces (eV/Å) of the 2 atoms listed first:
-0.4 -2.0 0.5
-0.6 -2.1 -0.1